This record from the Open Molecules 2025 dataset describes a molecular structure, C45H40Cl3N3O4PRu. The level of theory is ωB97M-V/def2-TZVPD.

- Energy above the lowest of the compared OMol25 structures with the same formula, charge and spin: 0.0 kcal/mol
- Multiplicity: 2
- HOMO (spin up / spin down): -7.6 / -7.6 eV

Each line ends with the Löwdin spin population.
Positions of all 97 atoms, in Å:
Ru 0.87 -0.66 -0.52  0.969
C 0.44 1.33 4.78  0.000
C 0.12 -0.14 4.83  -0.002
C -0.45 -0.63 6.00  0.000
C -0.66 -1.99 6.19  -0.001
C -0.29 -2.88 5.21  0.000
C 0.25 -2.41 4.02  -0.001
C 0.44 -1.05 3.81  -0.006
P 1.05 -0.66 2.12  -0.037
C 0.32 0.99 1.79  0.000
C -1.07 0.89 1.66  -0.001
C -1.86 2.01 1.51  0.000
C -1.25 3.26 1.51  -0.001
C 0.12 3.37 1.64  0.001
C 0.94 2.25 1.76  -0.002
C 2.42 2.45 1.85  0.000
C 2.85 -0.59 2.24  -0.003
C 3.48 -0.69 3.48  -0.002
C 4.86 -0.73 3.55  0.000
C 5.61 -0.73 2.38  -0.003
C 4.98 -0.67 1.15  -0.001
C 3.59 -0.58 1.05  -0.006
C 2.96 -0.45 -0.29  -0.027
H 0.55 1.72 5.79  0.000
H -0.34 1.89 4.28  0.000
H 1.38 1.49 4.25  0.000
H -0.74 0.06 6.77  0.000
H -1.10 -2.34 7.11  0.000
H -0.42 -3.94 5.35  0.000
H 0.50 -3.09 3.23  0.000
H -1.52 -0.10 1.70  0.000
H -2.93 1.92 1.40  0.000
H -1.85 4.15 1.40  0.000
H 0.57 4.35 1.65  0.000
H 2.66 3.51 1.93  0.000
H 2.91 2.05 0.96  0.000
H 2.85 1.94 2.72  0.000
H 2.89 -0.72 4.38  0.000
H 5.35 -0.78 4.52  0.000
H 6.68 -0.79 2.43  0.000
H 5.57 -0.69 0.25  0.000
H 3.43 -1.18 -0.98  0.001
H 3.21 0.55 -0.69  0.003
Cl 1.79 3.73 -6.34  0.003
C 1.58 3.00 -4.79  0.011
C 1.40 1.63 -4.70  -0.002
C 1.17 1.06 -3.46  0.010
Cl 0.97 -0.65 -3.33  0.004
C 1.11 1.82 -2.26  -0.001
O 0.84 1.33 -1.11  0.037
C 1.37 3.21 -2.43  0.009
Cl 1.38 4.21 -1.03  0.002
C 1.58 3.80 -3.66  -0.002
H 1.43 1.01 -5.58  0.000
H 1.74 4.86 -3.72  0.000
O -0.20 -2.80 1.22  0.000
C 0.50 -3.37 0.33  0.011
N 1.19 -2.60 -0.57  0.013
C 1.91 -3.39 -1.46  0.002
O 2.62 -2.90 -2.35  0.008
C 1.62 -4.76 -1.11  0.002
C 2.01 -5.97 -1.67  0.000
C 1.52 -7.14 -1.13  0.003
C 0.64 -7.12 -0.03  0.001
C 0.23 -5.94 0.54  0.002
C 0.73 -4.74 0.01  0.001
H 2.67 -5.98 -2.53  0.000
H 1.81 -8.09 -1.55  0.000
H 0.26 -8.06 0.35  0.000
H -0.45 -5.91 1.38  0.000
C -4.86 4.34 -2.49  0.000
C -4.96 3.15 -3.45  0.000
N -4.02 2.09 -3.12  0.000
C -2.90 1.91 -4.01  0.000
C -1.89 3.05 -3.91  0.000
C -4.32 1.32 -2.05  0.000
O -5.32 1.52 -1.38  0.000
C -3.46 0.13 -1.74  0.000
C -4.13 -1.09 -1.64  0.000
C -3.41 -2.22 -1.31  0.000
C -2.05 -2.09 -1.09  0.001
N -1.40 -0.92 -1.11  0.006
C -2.11 0.17 -1.43  0.001
H -5.53 5.13 -2.82  0.000
H -3.84 4.72 -2.45  0.000
H -5.15 4.02 -1.49  0.000
H -4.77 3.47 -4.47  0.000
H -5.97 2.74 -3.38  0.000
H -3.28 1.86 -5.04  0.000
H -2.41 0.96 -3.80  0.000
H -2.33 3.99 -4.22  0.000
H -1.03 2.85 -4.54  0.000
H -1.54 3.16 -2.88  0.000
H -5.19 -1.13 -1.85  0.000
H -3.88 -3.18 -1.23  0.000
H -1.46 -2.98 -0.88  0.000
H -1.57 1.11 -1.42  0.000

This record from the Open Molecules 2025 dataset describes 11 unconnected molecules or ions with the total composition C22H47Cl8F9N3O8. The level of theory is ωB97M-V/def2-TZVPD.

- Total charge: +1
- Energy above the lowest of the compared OMol25 structures with the same formula, charge and spin: 0.0 kcal/mol
- Multiplicity: 1
- HOMO: -10.3 eV

Each line ends with the Löwdin charge.
Positions of all 97 atoms, in Å:
N -1.24 0.28 3.46  0.293
H -1.57 0.19 2.51  0.029
H -1.51 -0.63 3.82  0.072
H -1.61 1.11 3.91  0.139
H -0.24 0.44 3.43  0.123
N -2.12 3.00 0.21  0.289
H -2.83 3.02 -0.51  0.089
H -2.16 3.63 1.01  0.137
H -1.24 3.17 -0.26  0.038
H -1.95 2.05 0.51  0.049
N 2.42 3.63 1.24  0.281
H 2.64 4.40 0.63  0.102
H 1.88 3.17 0.52  0.026
H 1.82 3.99 1.96  0.138
H 3.19 2.99 1.40  0.057
O -1.54 0.29 0.86  -0.380
C -0.58 0.06 -0.20  -0.331
C 0.66 1.04 -0.31  -0.353
O 0.62 2.47 -0.40  -0.371
H -1.10 0.10 -1.16  0.064
H -0.26 -0.98 -0.27  0.066
H 1.26 0.54 -1.07  0.071
H 1.27 0.68 0.52  0.060
C 3.98 2.89 4.96  -0.055
C 5.00 1.79 4.65  -0.172
O 4.40 0.60 4.12  0.028
C 3.99 0.43 2.84  -0.287
O 4.06 1.33 2.00  0.104
C 3.28 -0.88 2.63  -0.714
F 3.76 -1.48 1.63  0.257
F 3.37 -1.72 3.61  0.212
F 2.01 -0.73 2.44  0.203
H 3.61 3.48 4.12  0.054
H 4.36 3.74 5.53  0.086
H 3.15 2.48 5.52  0.083
H 5.57 1.54 5.54  0.134
H 5.73 2.11 3.90  0.128
C 0.50 -3.47 1.60  -0.056
C 0.80 -3.73 3.08  -0.200
O -0.29 -4.35 3.68  0.039
C -1.30 -3.58 4.18  -0.299
O -1.46 -2.37 3.98  0.100
C -2.20 -4.44 5.07  -0.642
F -1.98 -5.73 5.08  0.204
F -2.09 -4.10 6.30  0.231
F -3.48 -4.25 4.71  0.151
H -0.06 -2.59 1.30  0.054
H -0.07 -4.16 0.98  0.065
H 1.49 -3.41 1.14  0.072
H 1.11 -2.79 3.53  0.102
H 1.67 -4.38 3.18  0.138
C -3.25 -1.00 -4.11  -0.055
C -3.52 0.22 -3.23  -0.185
O -4.53 1.02 -3.89  0.053
C -5.07 2.02 -3.25  -0.377
O -4.58 2.64 -2.31  0.084
C -6.40 2.46 -3.89  -0.602
F -6.44 3.66 -4.36  0.219
F -6.73 1.64 -4.89  0.173
F -7.36 2.37 -2.98  0.178
H -4.19 -1.42 -4.49  0.089
H -2.93 -1.90 -3.58  0.032
H -2.57 -0.69 -4.90  0.073
H -2.61 0.79 -3.03  0.068
H -3.86 -0.08 -2.23  0.125
Cl 5.09 3.89 -0.53  0.597
C 4.53 2.54 -1.49  -0.615
C 3.35 2.92 -2.46  -0.699
Cl 3.85 3.34 -4.07  0.596
H 4.19 1.82 -0.74  0.044
H 5.37 2.18 -2.08  0.066
H 2.72 3.78 -2.21  0.046
H 2.62 2.12 -2.54  0.043
Cl -3.06 -4.90 1.49  0.574
C -3.44 -3.30 0.71  -0.590
C -2.67 -3.11 -0.64  -0.631
Cl -3.44 -4.23 -1.81  0.574
H -3.11 -2.53 1.40  0.053
H -4.52 -3.31 0.56  0.062
H -1.62 -3.34 -0.51  0.038
H -2.72 -2.06 -0.92  0.056
Cl 1.21 1.18 -5.37  0.527
C -0.06 1.58 -4.14  -0.630
C -0.36 3.14 -4.09  -0.693
Cl -1.60 3.47 -3.00  0.721
H 0.30 1.23 -3.17  0.024
H -0.94 1.00 -4.42  0.030
H -0.56 3.38 -5.13  0.073
H 0.54 3.72 -3.87  0.057
Cl 2.61 -5.18 -1.97  0.569
C 2.09 -4.01 -3.18  -0.660
C 1.38 -2.77 -2.55  -0.637
Cl 0.27 -1.89 -3.63  0.589
H 1.53 -4.61 -3.89  0.064
H 2.89 -3.65 -3.82  0.075
H 2.08 -2.01 -2.18  0.064
H 0.78 -3.03 -1.68  0.028